Entry 1:
C29H34INP2SiV | ωB97M-V/def2-TZVPD

XYZ file:
```
69
Properties=species:S:1:pos:R:3:forces:R:3
V -0.48947 1.19704 -0.25296 -0.1096 0.0557 -0.5698
C 0.84057 -3.14799 -0.64086 0.0127 0.0234 -0.0182
N 0.29487 -1.79282 -0.48619 0.0232 -0.1860 -0.1601
P -0.37973 -0.76537 -1.60635 0.0770 0.2133 0.1942
C -1.27512 -1.59751 -2.88331 -0.0156 0.0117 -0.0435
C -0.64498 -1.89644 -4.09441 0.0031 -0.0351 -0.0100
C -1.33682 -2.60887 -5.06018 0.0103 0.0101 0.0067
C -2.64328 -3.01395 -4.81911 -0.0050 -0.0034 0.0015
C -3.27078 -2.71175 -3.61584 0.0079 -0.0041 0.0044
C -2.59185 -1.99995 -2.64300 -0.0070 -0.0149 -0.0160
C 0.83159 0.38266 -2.27768 0.1188 0.0594 0.1776
C 2.03720 0.59601 -1.58067 -0.0820 -0.1604 -0.0424
C 2.88942 1.63082 -1.96177 -0.0446 -0.0145 0.0300
C 2.53511 2.46576 -3.00744 -0.0315 0.0251 -0.0030
C 1.32030 2.29069 -3.67285 0.0262 0.0154 -0.0221
C 0.46082 1.27410 -3.30575 0.0267 -0.0765 0.0070
P 0.16487 -0.84573 0.91570 -0.1001 0.1144 0.0148
C 1.70941 -0.96969 1.81273 0.0117 -0.0797 0.0050
C 2.69687 0.01064 1.72045 0.0330 0.1561 -0.0051
C 3.91190 -0.16573 2.36091 0.0296 0.0031 0.0173
C 4.15026 -1.32470 3.08939 -0.0355 -0.0080 -0.0151
C 3.17367 -2.30848 3.18067 0.0092 0.0372 -0.0096
C 1.95239 -2.13284 2.54908 0.0680 0.0046 0.0250
C -1.08991 -1.58158 1.95711 -0.0689 0.0502 -0.0026
C -2.05471 -2.41914 1.40207 -0.0070 -0.0340 0.0080
C -3.06039 -2.93681 2.20434 -0.0050 0.0187 -0.0180
C -3.11405 -2.60160 3.54967 0.0028 0.0115 0.0121
C -2.15671 -1.75941 4.10343 -0.0099 -0.0006 0.0060
C -1.14140 -1.24885 3.31265 -0.0192 -0.0399 -0.0077
H 0.78854 -3.43740 -1.68955 -0.0135 0.0093 0.0125
H 0.26246 -3.86004 -0.05231 0.0014 0.0160 0.0041
H 1.88104 -3.17262 -0.31884 0.0088 -0.0008 -0.0067
H 0.37433 -1.58047 -4.28154 -0.0025 -0.0039 0.0052
H -0.85671 -2.84898 -5.99886 -0.0052 0.0052 -0.0014
H -3.18030 -3.56707 -5.57809 0.0020 -0.0006 0.0016
H -4.29076 -3.02564 -3.44155 -0.0007 0.0078 -0.0047
H -3.08678 -1.73914 -1.71569 0.0091 -0.0217 0.0159
H 2.34607 -0.10186 -0.80767 -0.0137 0.0404 -0.1671
H 3.83450 1.76394 -1.45192 0.0053 -0.0003 0.0023
H 3.20167 3.26271 -3.30987 0.0035 -0.0146 -0.0169
H 1.05192 2.94845 -4.48878 0.0019 0.0118 0.0100
H -0.47856 1.13709 -3.82840 -0.0057 0.0037 -0.0018
H 2.52666 0.92381 1.15267 -0.0184 -0.0993 0.1261
H 4.67234 0.60060 2.29665 0.0070 0.0020 0.0129
H 5.09900 -1.45820 3.59152 -0.0009 -0.0043 -0.0025
H 3.35945 -3.20968 3.74891 0.0057 0.0052 0.0027
H 1.18918 -2.89659 2.63718 -0.0020 0.0139 0.0046
H -2.01064 -2.68811 0.35291 -0.0180 0.0063 0.0088
H -3.80038 -3.60234 1.78101 0.0005 0.0013 -0.0012
H -3.90233 -3.00222 4.17260 0.0064 -0.0060 0.0037
H -2.19706 -1.50860 5.15466 -0.0041 -0.0032 0.0004
H -0.38235 -0.61391 3.75376 -0.0021 0.0059 0.0021
C 0.06417 3.72413 -0.61924 -0.0504 -0.0777 -0.0262
Si -0.52417 3.68524 1.19145 0.0211 -0.2082 0.1087
C 0.76807 4.48570 2.25262 0.0392 0.0797 -0.0176
C -2.21512 4.40598 1.39302 -0.0356 0.0778 -0.0131
C -0.46584 1.80759 1.62334 0.2915 0.0939 0.4150
H 0.12006 4.77872 -0.90568 -0.0239 -0.0068 -0.0013
H -0.61547 3.29063 -1.37001 0.0242 0.0451 -0.0363
H 1.07493 3.32772 -0.76081 0.0534 0.0042 -0.0276
H 0.83086 5.55227 2.02459 0.0222 -0.0064 0.0180
H 1.75734 4.04888 2.10389 -0.0004 -0.0034 -0.0007
H 0.50832 4.38776 3.30833 0.0046 0.0079 -0.0058
H -2.83778 4.28667 0.50750 -0.0092 -0.0083 0.0046
H -2.12102 5.47494 1.59818 -0.0296 0.0009 -0.0190
H -2.73727 3.95618 2.23941 0.0093 0.0088 0.0048
H -1.28448 1.46463 2.25921 -0.0254 -0.0829 -0.0780
H 0.47497 1.62074 2.15841 -0.1093 -0.0001 0.0402
I -2.91892 1.35999 -0.93287 -0.0656 -0.0513 0.0571
```
Forces are in eV/Å.

Summary:
Charge: +2
Highest occupied orbital energy (spin up / spin down): -14.46 / -14.29 eV
Frontier orbital gap (spin up / spin down): 7.281 / 7.664 eV
2S+1: 2
Lowest unoccupied orbital energy (spin up / spin down): -7.177 / -6.629 eV


Entry 2:
C4H9Cl | ωB97M-V/def2-TZVPD

XYZ file:
```
14
Properties=species:S:1:pos:R:3:forces:R:3
C -0.71596 -1.09573 -0.66799 -0.7970 0.8268 2.3135
C -0.21009 -0.02481 0.34727 -0.6140 -0.5577 2.6392
C -0.41140 1.33729 -0.27814 -0.2717 1.5182 2.4174
C 1.15032 -0.32165 0.99721 -1.1453 0.6233 -5.7829
Cl 2.28036 0.00448 -0.49100 0.4819 -0.7651 0.2418
H -1.61922 -1.55047 -0.24171 0.0224 0.1068 -0.3707
H -0.95722 -0.56984 -1.56054 -0.0774 -0.1977 -0.9632
H -0.01901 -1.87590 -0.76496 1.0301 -0.9187 -0.6428
H -0.84093 -0.11153 1.29403 0.1406 0.2772 -1.1016
H -1.47306 1.58379 -0.09074 0.4770 0.1821 -0.7395
H 0.20901 2.22865 0.01277 -0.4539 -1.0186 0.7455
H -0.12626 1.27616 -1.26388 -0.0633 -0.1965 -2.5737
H 1.55125 0.46296 1.50455 0.5371 1.4223 2.7350
H 1.18220 -1.34340 1.20313 0.7334 -1.3023 1.0821
```
Forces are in eV/Å.

Summary:
Highest occupied orbital energy: -10.32 eV
Frontier orbital gap: 11.303 eV
ΔE to the lowest compared entry with this formula, charge and spin: 128.2 kJ/mol
2S+1: 1
Lowest unoccupied orbital energy: 0.984 eV
SMILES: CC(C)CCl


Entry 3:
H8O4 | ωB97M-V/def2-TZVPD

XYZ file:
```
12
Properties=species:S:1:pos:R:3:forces:R:3
O -27.37164 4.97133 1.47942 1.6248 3.3283 -1.7125
H -27.71931 4.22283 1.87061 -1.1647 -2.0869 1.8725
H -27.15541 5.64851 2.14474 -0.3261 -0.8635 -0.3029
O -27.41542 1.18872 0.36880 1.4007 0.4398 -0.5832
H -27.51101 1.36061 -0.59674 0.1169 -0.1650 1.0877
H -26.43135 1.16983 0.54332 -1.4662 0.2353 -0.5513
O -26.77117 -1.05692 1.69527 -0.0450 0.2585 0.0647
H -26.59072 -0.81498 2.60801 -0.0052 -0.0985 0.0397
H -27.23301 -0.28800 1.30891 -0.0056 -0.6338 0.0986
O -28.39702 2.93208 2.92768 0.1642 -0.5527 -0.4313
H -28.75808 2.67424 3.77756 -0.0220 -0.2325 -0.0543
H -28.24187 2.13769 2.38078 -0.2718 0.3711 0.4723
```
Forces are in eV/Å.

Summary:
Highest occupied orbital energy: -10.79 eV
Frontier orbital gap: 11.131 eV
ΔE to the lowest compared entry with this formula, charge and spin: 97.2 kJ/mol
2S+1: 1
Lowest unoccupied orbital energy: 0.342 eV
SMILES: O.O.O.O


Entry 4:
C20H27BrClN3O | ωB97M-V/def2-TZVPD

XYZ file:
```
53
Properties=species:S:1:pos:R:3:forces:R:3
C -4.40041 -2.76839 1.99961 -0.2777 0.4318 -1.0325
C -4.23500 -1.58807 1.70506 1.7869 0.6285 0.7662
C -3.61440 -0.16367 1.65732 -0.7634 1.1227 1.3902
C -3.90031 0.73103 2.81955 1.6971 0.4609 -2.6235
C -3.31090 2.15160 2.88813 0.3299 -1.5262 -2.8396
C -3.58059 3.11414 4.11811 1.0932 -0.4989 -0.6991
C -2.18137 3.32629 4.88847 -0.7477 0.4340 -0.0093
C -2.36188 3.72895 6.40692 0.8834 -0.2306 -0.0279
Cl -1.17667 1.76818 4.84230 -0.5534 0.8968 0.2543
C -2.47163 2.57081 1.74732 -1.4327 -1.6207 0.9844
C -2.16458 1.66689 0.55176 -0.7018 0.2687 1.3568
N -1.32201 2.19599 -0.43899 -0.8927 -3.4982 -1.0777
C -1.10648 1.30642 -1.46481 -0.5148 -0.1051 0.9235
C -0.13923 1.76537 -2.62616 -1.5102 0.9376 0.3326
Br 1.53140 0.68147 -2.58248 -0.6757 0.3325 0.0776
C -0.78581 1.70276 -4.07255 1.5967 -0.5133 -0.6056
C 0.31546 2.22747 -5.13548 -0.2876 -0.3336 0.1147
C -1.74640 -0.06291 -1.52528 -0.2414 0.1672 0.5538
N -2.57663 -0.61684 -0.57853 2.3461 3.9279 -0.6909
C -2.74708 0.29446 0.47527 -1.1105 0.0095 1.9869
H -4.60343 -3.87144 2.03919 0.2732 1.9589 0.1006
H -4.55672 0.35751 3.64930 0.8088 0.3877 -0.9972
H -4.34691 2.70457 4.83813 0.8146 0.2604 -0.9266
H -3.94685 4.11538 3.71155 0.5149 -1.2398 0.6892
H -1.56930 4.07643 4.29472 -0.6872 -0.9279 0.9510
H -2.92416 4.71084 6.54783 0.6545 -1.3518 -0.3161
H -2.84566 2.88162 6.99636 0.3876 1.1645 -0.9380
H -1.31103 3.83025 6.83856 -1.4229 0.0804 -0.4579
H -2.03890 3.61833 1.75743 -0.4646 -1.5141 -0.2208
H 0.18541 2.83673 -2.41757 -0.3890 -1.5132 -0.0792
H -0.96791 0.60395 -4.30737 -0.2050 1.4665 0.2572
H -1.72159 2.31992 -4.18889 0.9125 -0.7540 0.5992
H 0.83838 1.34096 -5.61299 -0.5042 1.1540 0.6781
H 1.08787 2.85945 -4.59111 -0.9501 -0.6780 -0.8846
H -0.16320 2.81788 -5.97582 0.5368 -0.5975 1.1012
H -1.52171 -0.69778 -2.43889 -0.3024 0.8404 1.3288
C 3.41147 -5.20869 -0.93634 -0.3599 -0.0327 -0.1770
O 2.82941 -3.91756 -0.97543 0.3175 0.1134 0.2156
C 3.72523 -2.85513 -0.67155 -0.1310 0.2312 -0.0399
C 4.64773 -2.44176 -1.83524 -0.1160 -0.3961 -0.0633
C 5.79158 -3.41952 -2.09150 0.2657 0.0416 -0.0419
N 3.89364 -2.25457 -3.08027 -0.1587 0.0848 0.1827
H 4.17072 -5.29567 -0.15414 0.0628 0.0562 -0.0522
H 3.83317 -5.46339 -1.91041 0.1925 -0.1138 0.0899
H 2.61574 -5.92617 -0.72700 -0.0052 0.0993 0.0383
H 3.08900 -1.99880 -0.42674 -0.0564 -0.0868 -0.0689
H 4.29952 -3.08474 0.23531 0.0873 -0.1154 -0.0653
H 5.10078 -1.48232 -1.56292 -0.1331 0.0008 0.0424
H 5.46868 -4.31040 -2.63306 -0.0709 0.0731 0.0690
H 6.56266 -2.94426 -2.70313 -0.1068 -0.0099 0.0268
H 6.25768 -3.73634 -1.15531 -0.0236 -0.0102 -0.0230
H 3.20382 -1.52001 -2.93575 0.1093 -0.0204 -0.1038
H 3.32845 -3.09129 -3.22149 0.1252 0.0573 -0.0486
```
Forces are in eV/Å.

Summary:
Highest occupied orbital energy: -8.51 eV
Frontier orbital gap: 7.745 eV
2S+1: 1
Lowest unoccupied orbital energy: -0.768 eV
SMILES: C#Cc1cc(C[C@@H](C)Cl)cc2nc([C@@H](Br)CC)cnc12.COC[C@@H](C)N


Entry 5:
C19H43HfO2P3S | ωB97M-V/def2-TZVPD

XYZ file:
```
69
Properties=species:S:1:pos:R:3:forces:R:3
Hf 0.34566 -0.07233 -0.29542 0.9925 -0.3002 0.7493
P 1.32180 -0.02909 -2.68995 1.0981 -0.2957 -2.3240
P -1.95488 -1.31187 -0.56277 -1.6309 -1.0936 -0.4588
P 1.65463 1.23677 1.66290 0.7302 0.6258 1.0779
H -3.62059 0.97099 3.28108 -0.1598 -0.2147 -0.5963
C -3.25842 1.78581 2.63065 1.1286 0.4477 -1.1518
C -4.19695 2.23869 1.60134 -0.4338 -0.5449 3.0532
H -4.91183 1.53405 1.18166 0.1883 -0.0281 -0.5869
C 1.31444 -1.69021 -3.45739 -0.3554 -0.4909 0.2509
C 0.50594 1.00181 -3.95637 -0.5673 0.3941 0.2537
C 3.07399 0.46788 -2.82507 0.3413 0.2844 0.7183
C -3.19818 -1.15663 0.75852 0.1108 0.1016 0.5670
C -2.91946 -0.78703 -2.02447 0.2780 0.3094 -0.1632
C -1.79669 -3.11271 -0.79763 0.3842 -0.0974 0.2215
C 0.57681 1.69968 3.06414 -0.5735 -0.1680 -0.0407
C 2.36163 2.84385 1.15376 -0.1331 0.1617 -0.4728
C 3.05554 0.43272 2.49804 0.0929 -0.6663 -0.1777
H -2.86446 2.59799 3.26457 -0.1078 -0.1583 -0.4508
H -4.40741 3.30308 1.50601 0.1922 0.0679 -0.5605
H 2.34393 -1.99573 -3.68443 -0.3123 0.0541 0.0558
H 0.72791 -1.67029 -4.38487 0.1969 -0.0315 0.2344
H 0.87184 -2.42831 -2.77484 0.1672 0.0052 -0.2492
H 1.26672 1.46624 -4.59716 -0.2657 -0.1613 0.1329
H -0.08007 1.79377 -3.47204 0.1059 -0.0166 -0.3337
H -0.16307 0.38478 -4.56942 0.1318 0.2311 0.1550
H 3.22238 1.09084 -3.71742 -0.0618 -0.2198 0.2606
H 3.71241 -0.42294 -2.88811 -0.1618 0.2740 0.1132
H 3.35966 1.04608 -1.93577 0.2229 -0.0521 -0.3153
H -4.06049 -1.80050 0.53396 0.2356 0.1760 0.0184
H -3.54162 -0.11900 0.88383 0.1345 -0.4992 -0.2523
H -2.75344 -1.48400 1.70723 -0.2178 -0.0228 -0.0950
H -3.83392 -1.39253 -2.10139 0.2700 0.1084 0.0194
H -2.32118 -0.92306 -2.93542 -0.2345 0.0073 0.1261
H -3.19275 0.27296 -1.94052 -0.0099 -0.4092 -0.0593
H -2.74392 -3.60932 -0.54633 0.2065 0.1478 -0.1422
H -1.00431 -3.50131 -0.14464 -0.1953 -0.0271 -0.1267
H -1.53122 -3.33885 -1.83855 -0.0745 0.0688 0.2222
H 1.19458 1.86985 3.95710 -0.2458 0.0461 -0.2526
H -0.12840 0.88443 3.27264 0.1642 0.1019 0.2146
H -0.00078 2.60464 2.83396 0.1918 -0.1956 0.1195
H 3.43496 2.84862 1.38643 -0.3466 0.1534 -0.1087
H 1.86704 3.66966 1.68186 0.2477 -0.1674 -0.1158
H 2.23256 2.98419 0.07209 0.1800 0.1822 0.1920
H 2.98530 0.59018 3.58217 0.0829 -0.0099 -0.3061
H 3.99487 0.85697 2.12293 -0.2053 -0.1931 0.1104
H 3.04367 -0.64382 2.29250 0.1411 0.1365 0.1651
C 1.95542 -2.71642 0.60560 1.2975 -1.9812 0.8237
C 2.85659 -3.34191 -0.27736 -0.3982 0.4811 0.4400
C 3.62267 -4.41222 0.18357 -0.0844 -0.0011 -0.0607
C 3.48450 -4.87233 1.49597 -0.0654 0.1347 -0.0705
C 2.56742 -4.26474 2.35719 -0.0708 -0.0366 -0.0139
C 1.78419 -3.19873 1.91899 0.1478 0.4080 -0.6943
O 1.27052 -1.62019 0.20358 -0.8333 0.7871 -0.6041
H -2.33196 1.33529 2.01903 -1.6210 0.5958 1.0677
H 2.94938 -2.95350 -1.29493 0.1013 -0.2066 0.2930
H 4.33585 -4.88840 -0.49075 -0.2194 0.1189 0.2110
H 4.09260 -5.70754 1.84577 -0.1858 0.2691 -0.0979
H 2.46016 -4.61999 3.38238 0.0166 0.0505 -0.3028
H 1.05481 -2.70855 2.56698 0.2111 -0.1713 -0.0259
C -2.86768 2.90149 -1.30316 0.0278 0.3114 -0.3778
S -1.14154 3.15281 -0.90019 -0.2050 -1.4404 1.1488
C -1.40124 4.01035 0.64973 0.0457 0.3565 0.0254
O -0.70506 1.69616 -0.39196 -0.7955 1.9279 -0.7284
H -3.26340 3.88997 -1.56861 -0.0646 -0.1273 -0.0057
H -3.42366 2.48948 -0.44087 0.3610 0.0274 -0.3928
H -2.93219 2.24665 -2.17802 -0.0433 0.1969 0.1927
H -2.18597 3.51174 1.24005 0.5970 0.2990 -0.3927
H -0.45475 4.05402 1.20030 -0.2052 0.0348 -0.2261
H -1.71090 5.02955 0.38735 0.0631 -0.0565 0.1005
```
Forces are in eV/Å.

Summary:
Charge: +4
Highest occupied orbital energy: -18.27 eV
Frontier orbital gap: 2.505 eV
2S+1: 1
Lowest unoccupied orbital energy: -15.764 eV


Entry 6:
C3H7N3O2 | ωB97M-V/def2-TZVPD

XYZ file:
```
15
Properties=species:S:1:pos:R:3:forces:R:3
C 0.68777 1.10599 1.74296 0.7759 -3.3038 3.0257
C 0.33625 1.10084 0.33315 -1.3336 3.1978 -3.1864
C -0.12038 -1.32838 -0.11664 1.7087 2.7014 2.2025
H 0.04017 -0.19168 2.15037 2.2322 4.5282 -0.5593
H 1.90504 0.85056 1.67554 -3.2462 0.7293 1.0036
H 0.39827 2.14208 2.36728 0.9213 -3.0836 -2.0399
H -0.02615 2.03528 -1.30521 1.4606 0.6705 2.0064
H -1.73415 0.42503 -1.24912 2.4331 -0.0550 -3.1559
H -0.63604 -1.89450 -2.06446 -0.2267 0.5636 1.1885
H -0.09999 -3.05841 -1.11011 0.2059 -0.8568 0.7735
N 0.44298 2.20011 -0.33285 -1.0318 -0.7440 -1.3613
N -0.34766 0.07444 -0.39795 3.9732 -5.4932 7.6998
N -0.59714 -2.19676 -1.07724 0.4407 0.2719 -0.6615
O -0.72856 0.26047 -1.57964 -6.8591 2.7003 -4.1950
O 0.47958 -1.52506 0.96390 -1.4541 -1.8267 -2.7406
```
Forces are in eV/Å.

Summary:
Highest occupied orbital energy: -9.20 eV
Frontier orbital gap: 9.439 eV
ΔE to the lowest compared entry with this formula, charge and spin: 647.9 kJ/mol
2S+1: 1
Lowest unoccupied orbital energy: 0.241 eV


Entry 7:
C3H10NO2 | ωB97M-V/def2-TZVPD

XYZ file:
```
16
Properties=species:S:1:pos:R:3:forces:R:3
C 0.65043 1.27242 -0.57427 -0.0381 -0.1986 -0.0501
N -0.09782 0.45372 0.38405 0.2612 -0.2802 -0.7554
C -0.11995 -0.98733 -0.03946 -0.0047 0.6533 -0.1095
C 1.05662 -1.72541 0.63407 0.0045 0.2989 -0.2869
O 1.04064 -1.66568 1.96324 -0.0514 0.0248 0.2386
H 0.80557 2.26766 -0.15824 0.1547 0.0789 0.0755
H 1.62133 0.82071 -0.83197 -0.0694 0.2001 -0.0238
H 0.07818 1.41051 -1.50280 0.0325 -0.1611 0.1576
H 0.47085 0.39185 1.22985 -0.3306 0.0430 0.3765
H -1.11315 -1.36531 0.21761 0.1872 -0.3573 0.2019
H -0.01269 -1.04888 -1.12989 -0.0716 0.1073 -0.0825
H 1.07623 -2.73292 0.15151 -0.0470 -0.3366 0.1398
H 1.96909 -1.21953 0.18236 -0.0151 -0.0916 -0.0984
H -1.82673 0.90998 -0.05480 -0.1154 0.0854 0.3820
H -2.83086 2.08523 -0.19351 0.0976 0.0804 0.0621
O -2.76774 1.13296 -0.27774 0.0056 -0.1469 -0.2274
```
Forces are in eV/Å.

Summary:
Charge: -1
Highest occupied orbital energy: -2.59 eV
Frontier orbital gap: 6.471 eV
ΔE to the lowest compared entry with this formula, charge and spin: 90.0 kJ/mol
2S+1: 1
Lowest unoccupied orbital energy: 3.881 eV


| no. | energy (Ha) |
| --- | --- |
| 1 | -3393.6384 |
| 2 | -617.9552 |
| 3 | -305.7422 |
| 4 | -4051.8070 |
| 5 | -2368.9740 |
| 6 | -433.0760 |
| 7 | -325.5204 |